[1]
Below is a 3-piece molecular cluster, C3H7O2 overall at a distorted geometry, with properties calculated with ωB97M-V/def2-TZVPD.

Computed properties:
* net charge: +1
* HOMO-LUMO gap (alpha / beta): 7.240 / 9.029 eV
* 2S+1: 3
* expectation value of S²: 2.01
* strongest force on any atom: 3.21 eV/Å
* relative energy (zero: lowest compared OMol25 entry of this formula, charge and spin): 115.43 kJ/mol
* DFT total energy: -268.45119 Ha

```
12
Properties=species:S:1:pos:R:3:forces:R:3
C 1.9176 0.4354 -0.4504 -1.4 0.8 -2.8
C -0.0994 1.2748 0.0634 -1.7 -1.6 0.9
C 2.2642 -0.3121 0.5208 0.2 0.1 -0.2
O -2.5869 -1.2577 0.0289 0.5 -1.1 -1.4
O -1.3742 1.0378 0.0826 1.9 0.4 -1.2
H -1.7792 0.1184 0.1576 0.1 -0.8 0.2
H 2.0306 0.7530 -1.5305 -0.2 -0.2 1.7
H 0.3359 2.1554 0.4075 1.1 1.5 0.4
H -2.2121 -2.0813 -0.4491 -1.1 2.0 1.1
H 3.1676 -0.8957 0.2311 -0.4 0.1 0.8
H 1.6870 -0.2927 1.4380 0.5 -0.5 0.3
H -3.3512 -0.9353 -0.4998 0.5 -0.7 0.4
```
Forces are in eV/Å.

[2]
Below is CH2I2O as an isolated structure at a distorted geometry, with properties calculated with ωB97M-V/def2-TZVPD.

Computed properties:
* HOMO-LUMO gap (alpha / beta): 7.714 / 7.469 eV
* 2S+1: 1
* strongest force on any atom: 6.59 eV/Å
* relative energy (zero: lowest compared OMol25 entry of this formula, charge and spin): 372.09 kJ/mol
* DFT total energy: -709.76486 Ha

```
6
Properties=species:S:1:pos:R:3:forces:R:3
C 0.6277 -0.1146 0.4270 -2.6 -2.2 -2.7
O -0.9997 0.1518 -1.2507 2.5 -5.9 1.6
I 0.2355 -2.1648 0.6253 0.2 0.7 0.0
I 0.1501 1.0797 1.9180 0.1 0.9 0.6
H 1.1321 0.0263 -0.5084 0.7 0.8 0.2
H -1.1457 1.0216 -1.2112 -0.9 5.6 0.3
```
Forces are in eV/Å.

[3]
Below is C35H59CsI2N8O4PS2SeSi as an isolated structure at a distorted geometry, with properties calculated with ωB97M-V/def2-TZVPD.

Computed properties:
* net charge: -2
* HOMO-LUMO gap (alpha / beta): 4.124 / 5.214 eV
* 2S+1: 2
* expectation value of S²: 0.75
* strongest force on any atom: 4.52 eV/Å
* relative energy (zero: lowest compared OMol25 entry of this formula, charge and spin): 551.22 kJ/mol
* DFT total energy: -6552.31990 Ha

```
114
Properties=species:S:1:pos:R:3:forces:R:3
Cs -0.6440 1.9311 1.3542 0.0 0.1 0.2
C 0.5883 -1.0450 -2.7718 -2.5 -1.6 -0.8
N 1.1439 -2.2146 -3.4776 -1.7 -0.4 0.2
C 2.5375 -2.4439 -3.0982 0.3 0.2 -0.5
C 0.2622 -3.2743 -3.7952 -0.8 2.8 2.7
N -0.8934 -3.3224 -3.1580 0.2 0.3 -0.6
C -2.1038 -3.9438 -3.5206 1.3 -1.6 0.5
C -2.4108 -4.3439 -4.8536 -0.1 1.4 0.3
C -3.6612 -4.8701 -5.1796 0.1 -1.5 0.5
C -4.4825 -5.4484 -4.1617 0.8 1.5 -1.0
C -4.1325 -5.1480 -2.8525 1.0 0.6 0.7
C -2.9995 -4.3634 -2.4301 -0.7 -0.6 -3.6
N -2.9117 -3.8008 -1.2174 -0.1 0.4 2.3
C -3.2905 -4.1900 -0.0281 1.8 0.4 -2.6
N -3.4558 -3.2004 0.8938 -0.6 -1.4 1.1
C -3.7673 -3.4976 2.3070 -1.0 1.2 0.1
C -3.2889 -1.8378 0.4593 2.0 0.0 1.4
N -3.3577 -5.5120 0.3827 -2.7 -1.9 0.6
C -4.7242 -6.0238 0.8621 2.2 0.0 -0.2
C -2.3419 -6.5571 0.1165 2.3 3.9 0.3
N 0.8101 -4.1709 -4.6102 0.7 -1.2 -2.6
C 0.3822 -5.5351 -4.4821 1.4 -1.1 0.8
C 1.5281 -3.8495 -5.8918 1.0 -0.6 1.2
H 1.2988 -0.3172 -2.8769 1.8 2.1 0.2
H 0.3411 -1.2439 -1.7167 0.2 0.0 -0.2
H -0.3448 -0.6596 -3.2672 0.8 -0.6 0.4
H 3.2017 -1.8242 -3.7409 -0.2 -0.4 0.6
H 2.8136 -3.4972 -3.2021 -0.1 0.1 -0.1
H 2.6903 -2.1482 -2.0473 0.0 0.0 -0.3
H -1.6996 -4.0430 -5.6762 -0.9 -0.2 1.0
H -3.8815 -4.9649 -6.2370 -0.2 -0.2 0.1
H -5.4227 -5.9591 -4.3994 0.4 0.2 0.1
H -4.7804 -5.4070 -2.0424 -0.5 -0.4 0.3
H -4.0533 -2.5214 2.7821 0.4 -0.8 -0.4
H -2.9156 -3.8934 2.8924 -0.4 -0.1 -0.4
H -4.7149 -4.0995 2.4221 1.3 0.3 -0.1
H -2.4211 -1.7645 -0.1982 -0.6 -0.2 -0.7
H -2.8648 -1.3227 1.3331 -0.9 0.4 0.0
H -4.1942 -1.4310 0.0768 -0.5 0.7 -0.4
H -5.5562 -5.3407 0.7053 0.3 0.2 -0.2
H -4.6018 -6.2111 1.9163 -0.4 -0.1 0.6
H -4.9385 -6.9891 0.4021 0.0 0.1 -0.3
H -1.5941 -6.4727 0.9547 -0.7 -0.7 -0.5
H -1.7039 -6.3189 -0.7711 -0.8 0.1 0.4
H -2.6763 -7.5290 -0.0260 -1.2 -1.6 0.1
H -0.0902 -5.6410 -3.5024 0.0 0.0 -0.2
H 1.3188 -6.1861 -4.4495 -1.1 0.5 -0.3
H -0.3264 -5.9176 -5.2138 0.0 0.1 -0.4
H 2.0038 -2.8253 -5.9567 -0.9 -1.2 0.4
H 0.8699 -4.0816 -6.7223 -0.3 0.4 -0.3
H 2.3463 -4.6136 -5.9794 -0.4 0.7 0.1
O 6.0556 -2.0956 3.5014 0.7 -1.1 0.2
C 5.0271 -2.9339 3.0237 -2.1 1.2 -0.5
C 3.8177 -2.0211 2.7328 -1.2 0.6 -2.2
C 2.7109 -2.3095 1.8450 0.6 -0.6 1.5
C 1.6610 -1.4323 1.6745 0.2 0.8 -0.2
N 1.6075 -0.2184 2.2213 0.4 -0.1 1.6
C 2.6475 0.1184 3.0015 0.8 -0.6 -2.6
C 3.8225 -0.6850 3.0662 1.3 1.1 1.3
C 2.6748 1.4470 3.6013 0.1 2.0 1.0
C 3.8803 1.9286 4.1779 -0.9 0.4 -1.2
C 3.7956 3.1419 4.8498 -0.3 0.0 -0.2
C 5.0619 3.8679 5.2314 -1.3 0.8 0.1
O 5.8955 3.8586 4.0966 0.9 -0.1 0.0
C 2.5315 3.7311 5.1080 1.2 -0.8 0.7
C 1.4087 3.1249 4.5968 -0.2 0.8 -1.8
N 1.5469 2.1856 3.6447 -0.6 -2.0 1.5
H 6.7834 -2.6890 3.7497 -0.2 0.5 -0.1
H 4.6717 -3.6604 3.7654 0.3 -0.1 0.0
H 5.2404 -3.4272 2.0806 0.5 -0.3 -0.1
H 2.6026 -3.2239 1.3082 0.3 -0.8 -0.1
H 0.8080 -1.6223 1.0255 0.4 -0.5 -0.1
H 4.8189 -0.1986 3.3568 -1.9 -1.2 0.1
H 4.8070 1.4933 3.7538 -0.5 0.7 1.1
H 5.4577 3.3960 6.1368 0.5 0.1 -0.2
H 4.7041 4.9059 5.4691 0.8 -0.6 0.0
H 6.8419 3.8035 4.3007 -0.6 0.1 0.2
H 2.4670 4.6320 5.7080 0.0 -0.1 0.0
H 0.3859 3.5505 4.7476 0.9 -0.4 -0.3
C 0.3311 7.6448 -1.7686 -1.4 0.8 -0.1
C 0.4525 6.4561 -0.8956 3.7 -1.4 1.1
O 1.2263 5.4559 -1.7085 -1.3 1.5 0.2
P 1.1748 3.8628 -1.5682 2.3 -1.6 0.9
S -0.5724 2.9693 -1.7531 -0.4 0.6 -0.4
S 2.3288 3.3124 0.0573 -1.3 0.6 -1.1
O 2.0953 3.4779 -2.8524 0.1 0.1 -0.3
C 1.9739 4.0157 -4.2233 -0.3 1.2 3.1
C 3.0842 3.4508 -5.0390 1.1 0.1 0.6
H -0.2325 8.4964 -1.3149 0.5 -0.7 0.0
H -0.2411 7.3666 -2.6584 0.2 0.0 -0.1
H 1.3152 7.9634 -2.0434 0.5 0.3 -0.3
H -0.4303 6.0062 -0.5363 -1.3 -0.4 0.2
H 1.1522 6.6230 0.0172 -1.3 0.0 -1.4
H 1.9892 5.1362 -4.0049 0.3 -1.2 -1.1
H 0.9866 3.7700 -4.5209 -1.0 -0.3 -0.8
H 4.0058 3.5618 -4.4319 -0.3 0.2 -0.6
H 3.1426 3.9397 -5.9965 0.3 0.6 -0.3
H 3.0602 2.3991 -5.2824 -0.6 -0.5 0.3
I 4.9142 0.6836 -1.6074 -0.6 0.4 1.5
I 5.9815 -0.2672 -4.1107 0.7 -0.6 -1.6
C -5.7133 5.2062 4.5390 0.6 0.3 0.8
Si -4.0173 5.7993 4.0176 1.8 -2.6 -2.6
C -4.1243 7.1061 2.6970 -2.4 -0.7 -0.5
C -2.9190 6.2495 5.4477 0.6 2.3 0.4
Se -2.9463 4.1225 2.8731 -0.3 0.2 0.6
H -6.0752 4.3333 4.0111 0.3 -0.2 0.0
H -6.3917 6.0103 4.3241 -0.7 0.5 0.4
H -5.5807 5.0086 5.6177 -0.7 0.0 -0.3
H -3.1846 7.2207 2.2340 1.1 0.2 -0.5
H -4.4425 7.9948 3.1980 -0.3 1.2 0.0
H -4.8970 6.8105 1.8849 1.2 0.4 1.4
H -3.4925 6.9904 6.0673 0.6 -0.5 0.0
H -1.8709 6.6816 5.2569 -1.7 -0.4 -0.3
H -2.7066 5.3588 5.9916 -0.2 -0.8 0.7
```
Forces are in eV/Å.

[4]
Below is a 4-piece molecular cluster, C3H13NO2S overall at a distorted geometry, with properties calculated with ωB97M-V/def2-TZVPD.

Computed properties:
* net charge: +1
* HOMO-LUMO gap (alpha / beta): 8.594 / 4.853 eV
* 2S+1: 2
* expectation value of S²: 0.75
* strongest force on any atom: 4.58 eV/Å
* relative energy (zero: lowest compared OMol25 entry of this formula, charge and spin): 233.31 kJ/mol
* DFT total energy: -725.09503 Ha

```
20
Properties=species:S:1:pos:R:3:forces:R:3
C -0.7422 1.6253 0.9822 -0.5 1.5 0.1
C 0.1214 0.9621 -0.1004 -0.9 -0.2 -0.5
C -0.7404 0.0393 -0.9378 -0.8 -0.1 -0.6
S 0.0478 -0.9966 -2.2222 3.8 1.9 1.7
N 0.6063 2.0314 -0.9480 1.8 -2.1 0.3
H -1.3356 0.9663 1.6221 0.5 -0.3 -0.4
H -0.1305 2.2809 1.5975 0.1 -0.1 0.2
H -1.3950 2.2941 0.4060 -0.3 -0.2 0.5
H 0.9689 0.4784 0.4017 0.3 0.0 0.0
H -1.4430 0.7245 -1.4251 -0.1 -0.3 -0.2
H -1.3280 -0.6634 -0.3680 0.0 0.2 0.7
H 1.7070 -0.7403 -1.2679 -3.0 -0.5 -2.5
H 1.4581 2.4731 -0.6044 -0.3 0.8 0.2
H 0.6814 1.8212 -1.9491 -0.6 0.3 -0.2
H 0.0160 -1.8685 1.3168 -0.3 -0.4 0.7
H -1.0601 -2.0706 2.4244 0.1 -0.1 0.0
O -0.4929 -1.4097 2.0168 0.1 0.4 -0.5
H 0.9602 -1.9090 -0.5573 0.1 -1.0 0.8
H 1.0380 -3.4034 -0.4868 0.0 -0.2 0.4
O 1.0626 -2.6351 0.0997 0.1 0.4 -0.6
```
Forces are in eV/Å.

[5]
Below is a single C3H6N2O2 molecule, with properties calculated with ωB97M-V/def2-TZVPD.

Computed properties:
* HOMO-LUMO gap: 10.667 eV
* 2S+1: 1
* strongest force on any atom: 0.39 eV/Å
* structure (SMILES): [H]/N=C/OCC(N)=O
* relative energy (zero: lowest compared OMol25 entry of this formula, charge and spin): 124.78 kJ/mol
* DFT total energy: -377.91181 Ha

```
13
Properties=species:S:1:pos:R:3:forces:R:3
H -0.7118 2.4339 -0.9224 0.0 -0.1 0.1
N -0.3339 1.6233 -0.4395 -0.3 0.0 0.2
C -1.1535 1.2193 0.4402 0.1 0.1 -0.2
O -0.9295 0.1721 1.2376 0.0 0.0 0.0
C 0.3200 -0.4969 1.0640 0.1 -0.1 0.1
C 0.3296 -1.3411 -0.2173 -0.1 -0.1 0.0
N 1.1930 -0.9019 -1.1802 -0.2 0.0 -0.1
O -0.3460 -2.3471 -0.3099 0.2 0.3 0.0
H -2.1295 1.6522 0.6732 0.1 0.0 -0.1
H 1.1366 0.2311 1.0866 -0.1 -0.1 0.0
H 0.3943 -1.1778 1.9124 0.0 0.1 -0.1
H 1.1031 -1.3704 -2.0718 0.0 0.0 0.1
H 1.3303 0.1008 -1.2185 0.0 -0.1 0.0
```
Forces are in eV/Å.

[6]
Below is C15H31NO3P2Ru as an isolated structure at a distorted geometry, with properties calculated with ωB97M-V/def2-TZVPD.

Computed properties:
* net charge: +2
* HOMO-LUMO gap (alpha / beta): 5.126 / 7.977 eV
* 2S+1: 5
* expectation value of S²: 6.02
* strongest force on any atom: 5.26 eV/Å
* relative energy (zero: lowest compared OMol25 entry of this formula, charge and spin): 192.37 kJ/mol
* DFT total energy: -1647.20555 Ha

```
53
Properties=species:S:1:pos:R:3:forces:R:3
P 0.2338 -0.5695 -2.6509 -1.7 -3.4 -1.3
P 0.1263 -1.8019 1.1864 -1.4 -0.9 4.2
C 0.8161 -1.9656 -1.5784 0.1 0.3 0.2
C -0.2016 -2.3775 -0.5063 -0.1 0.4 -0.3
H 1.7635 -1.6579 -1.0992 -0.2 -0.1 -0.4
H 1.0473 -2.8327 -2.2291 -0.2 0.6 0.2
H -1.2212 -2.0229 -0.7274 0.3 -0.3 0.1
H -0.2668 -3.4814 -0.4952 0.0 0.5 0.5
C 1.7514 -2.1922 1.8599 0.7 -0.4 -0.6
H 2.0024 -1.5452 2.7082 -0.3 -0.1 -0.2
H 2.5460 -2.1014 1.1076 -0.1 0.0 0.3
H 1.7333 -3.2307 2.2234 0.0 0.3 -0.2
C -0.9725 -2.8394 2.1892 0.0 -0.6 -0.3
H -0.5171 -3.8275 2.3328 -0.3 0.1 0.0
H -1.9453 -2.9413 1.6938 0.1 0.0 0.2
H -1.1265 -2.3652 3.1667 0.1 -0.1 -0.3
C 1.2285 -0.7183 -4.1709 0.2 -0.7 0.1
H 1.7967 0.2336 -4.3504 0.0 -0.9 -0.5
H 0.5156 -0.8872 -4.9867 0.6 0.1 -0.1
H 1.9526 -1.5260 -4.0217 -0.2 0.0 -0.4
C -1.5008 -0.8824 -3.1093 0.3 0.1 0.4
H -2.0582 -1.1426 -2.1987 -0.1 0.0 -0.5
H -1.5259 -1.6896 -3.8537 -0.2 0.1 0.3
H -1.9103 0.0488 -3.5229 0.1 -0.4 0.0
Ru 1.1372 1.3071 -2.6587 1.5 4.9 1.0
C -0.3721 0.4406 3.3506 -0.6 -1.1 -0.4
C 0.9123 1.1492 3.4258 0.3 0.5 0.9
C 1.7119 1.1525 2.1981 0.1 -0.2 -1.2
C 0.7081 0.6808 1.1143 0.5 1.1 -0.1
C -0.3980 -0.1307 1.8805 1.5 0.4 -2.5
C -1.6849 0.1919 1.3164 -0.6 -0.5 -1.2
C -2.5752 0.9141 2.2006 -0.4 0.5 1.0
C -1.6606 1.3515 3.3908 -0.2 0.1 -0.2
C -0.4766 2.3364 -3.4043 -0.3 0.5 -0.8
H -0.4603 -0.3529 4.1146 0.0 0.2 -0.2
H 1.2270 1.6555 4.3292 0.0 0.0 0.0
H 2.5275 0.4103 2.2322 0.1 0.4 0.1
H 2.1504 2.1252 1.9151 0.0 -0.4 0.3
H 0.2858 1.5240 0.5630 -0.2 0.0 0.4
H 1.2056 0.1215 0.3001 0.1 -0.1 0.2
H 1.2842 1.9376 -4.1190 -0.2 -0.5 0.2
H -1.8657 0.0619 0.2521 -0.2 0.0 0.0
H -3.3909 0.2540 2.5412 0.0 0.2 0.0
H -3.0422 1.7766 1.7082 0.0 -0.2 0.2
H -1.3683 2.4072 3.2342 -0.1 -0.5 0.2
H -2.1822 1.2655 4.3533 0.3 0.1 -0.3
H -1.3449 2.2688 -2.7509 0.1 -0.3 0.2
H -0.7616 2.0837 -4.4292 -0.2 0.1 0.2
H -0.1197 3.3738 -3.4104 -0.2 -0.1 -0.1
O 1.7543 4.4042 -0.0588 -1.7 -2.3 -1.6
N 0.9926 3.6451 -0.5965 -0.1 0.7 0.6
O 1.7531 2.3241 -1.2190 -0.1 1.9 1.4
O -0.2140 3.6370 -0.7407 2.8 -0.2 0.2
```
Forces are in eV/Å.

Q: strongest force on any atom of number 5 (C3H6N2O2)?
A: 0.39 eV/Å

Q: Which formula does entry 6 have?
A: C15H31NO3P2Ru